The following is a quantum chemistry calculation of C39H54CrNO2Se2 as an isolated structure, from the OMol25 dataset.

Total charge: -1
<S²>: 6.015
Kohn-Sham gap (alpha / beta), eV: 7.028 / 7.095
Multiplicity: 5

XYZ file:
```
99
Properties=species:S:1:pos:R:3:forces:R:3
Cr -1.791962 0.894899 -1.146031 0.5 -0.3 0.2
C 3.784647 -4.094299 -0.589374 0.0 -0.1 0.0
C 4.276486 -2.661117 -0.781871 -0.1 0.0 0.0
C 5.018579 -2.235941 0.491838 0.0 0.0 0.0
C 5.254396 -2.644279 -1.963426 0.0 0.0 -0.1
C 3.124289 -1.694285 -1.047032 0.0 0.0 0.0
C 1.796813 -2.074294 -1.066109 0.0 0.0 0.0
C 0.783726 -1.146100 -1.280711 0.2 0.1 0.0
Se -1.022742 -1.755185 -1.155295 -0.2 0.0 -0.3
C -1.167739 -1.710487 0.746898 0.0 -0.1 0.2
C -1.181494 -2.917679 1.438070 0.0 0.0 0.1
C -1.221025 -2.944909 2.821555 0.0 0.1 -0.1
C -1.239518 -1.704809 3.471580 0.0 0.0 0.0
C -1.236387 -0.482266 2.822569 0.0 -0.1 0.1
C -1.201728 -0.465402 1.400762 0.0 0.1 -0.1
O -1.181643 0.663359 0.747223 0.1 0.0 -0.2
C -1.259901 0.842232 3.584984 0.0 0.0 -0.1
C 0.007466 1.645664 3.257568 0.1 0.0 0.0
C -2.501254 1.653552 3.185965 -0.1 0.0 0.0
C -1.306165 0.644401 5.101321 0.0 0.0 0.0
C -1.258177 -4.232729 3.640321 0.0 0.0 -0.1
C -1.206807 -5.476218 2.753804 0.0 -0.1 0.0
C -0.061609 -4.277466 4.598229 0.0 0.0 0.0
C -2.554434 -4.284162 4.458808 0.0 0.0 0.0
C 1.044626 0.215722 -1.513075 -0.2 0.3 -0.1
O 0.089570 1.087101 -1.789731 -0.1 -0.1 0.1
C 2.411643 0.624878 -1.462390 0.1 -0.2 0.0
C 3.385382 -0.336642 -1.246255 0.0 0.1 0.1
C 2.799581 2.092613 -1.639232 0.0 -0.1 -0.1
C 2.095332 2.958560 -0.588750 0.1 0.0 0.1
C 2.419066 2.535551 -3.057267 0.0 0.1 -0.1
C 4.302546 2.325572 -1.467751 0.1 0.0 0.0
H 4.638259 -4.753195 -0.414390 0.0 0.0 0.0
H 3.115587 -4.180615 0.268812 0.0 0.0 0.0
H 3.251059 -4.462492 -1.467524 0.0 0.0 0.0
H 5.848330 -2.917519 0.698163 0.0 0.0 0.0
H 5.424400 -1.227579 0.399497 0.0 0.0 0.0
H 4.343277 -2.242065 1.349011 0.0 0.0 0.0
H 6.091929 -3.323664 -1.783012 0.0 0.0 0.0
H 4.753691 -2.952233 -2.883273 0.0 0.0 0.0
H 5.662810 -1.646469 -2.129689 0.0 0.0 0.0
H 1.515566 -3.104806 -0.893043 -0.1 0.0 0.0
H -1.151003 -3.834095 0.864750 0.0 0.0 0.0
H -1.264826 -1.707882 4.553779 0.0 0.0 0.0
H 0.084004 1.838505 2.189112 0.0 0.0 0.0
H -0.007643 2.596755 3.798391 0.0 0.0 0.0
H 0.898564 1.095147 3.570063 0.0 0.0 0.0
H -2.513969 1.845161 2.115558 0.0 0.0 0.0
H -3.413565 1.113267 3.447934 0.0 0.0 0.0
H -2.506604 2.606869 3.722937 0.0 0.0 0.0
H -0.430971 0.107922 5.474793 0.0 0.0 0.0
H -1.325446 1.623599 5.585238 0.0 0.0 0.0
H -2.198923 0.101429 5.418696 0.0 0.0 0.0
H -0.297445 -5.508671 2.150760 0.0 0.0 0.0
H -1.224882 -6.372193 3.379004 0.0 0.0 0.0
H -2.060567 -5.526792 2.076381 0.0 0.0 0.0
H 0.878130 -4.238948 4.044142 0.0 0.0 0.0
H -0.072915 -3.434237 5.290246 0.0 0.0 0.0
H -0.078261 -5.197873 5.188525 0.0 0.0 0.0
H -3.426166 -4.259392 3.803282 0.0 0.0 0.0
H -2.597362 -5.198533 5.057206 0.0 0.0 0.0
H -2.627729 -3.434031 5.138850 0.0 0.0 0.0
H 4.417759 -0.015607 -1.205544 0.0 0.0 0.0
H 1.018305 2.856508 -0.649145 -0.1 0.0 -0.1
H 2.403882 2.657888 0.416228 0.0 0.0 0.0
H 2.375475 4.007719 -0.728765 -0.1 0.0 0.0
H 1.362508 2.363676 -3.241551 0.0 0.0 0.0
H 2.642162 3.597945 -3.199588 0.0 0.0 0.0
H 2.994386 1.969396 -3.793862 0.0 0.0 0.0
H 4.654341 2.009840 -0.483555 0.0 0.0 0.0
H 4.895133 1.805715 -2.223636 0.0 0.0 0.0
H 4.509449 3.393637 -1.568624 0.0 0.0 0.0
C -3.261580 2.589502 -5.815468 -0.1 0.0 -0.1
C -2.787999 1.724140 -4.648222 0.1 -0.1 0.1
C -3.844591 0.689475 -4.282196 -0.1 0.0 0.0
C -2.351945 2.594535 -3.486683 0.0 0.1 0.0
C -3.086298 2.716696 -2.308393 -0.2 0.1 -0.1
C -2.635598 3.523628 -1.256924 0.0 -0.1 0.0
C -1.452384 4.240452 -1.361530 0.1 0.1 -0.1
C -0.928093 5.036081 -0.200153 0.0 0.0 0.0
C -0.756644 4.167004 -2.569114 0.0 0.0 0.2
C -1.191663 3.358930 -3.599708 0.1 -0.1 0.0
H -3.545809 1.963833 -6.663490 0.0 0.0 0.0
H -2.492854 3.286989 -6.150132 0.0 0.0 0.0
H -4.137547 3.172713 -5.520748 0.0 0.0 0.0
H -1.889677 1.184240 -4.971399 0.0 0.0 0.0
H -4.795283 1.156105 -4.011689 0.0 0.0 0.0
H -3.545139 0.058285 -3.443413 0.0 0.0 0.0
H -4.036475 0.040310 -5.138318 0.0 0.0 0.0
H -4.047495 2.229375 -2.207939 0.1 0.0 0.0
H -3.227976 3.594982 -0.350751 0.0 -0.1 0.0
H -0.526887 4.367829 0.565760 0.0 0.0 0.0
H -1.712829 5.635561 0.263779 0.0 0.0 0.0
H -0.122972 5.702963 -0.508222 0.0 0.0 0.0
H 0.172326 4.713181 -2.676933 0.0 0.0 0.0
H -0.598180 3.286031 -4.504587 0.0 0.0 0.0
Se -6.490455 -0.484265 -0.096993 0.5 0.1 -0.1
C -4.787277 0.008377 -0.437240 -0.5 -0.1 0.1
N -3.700953 0.345135 -0.682685 -0.1 0.0 0.1
```
Forces are in eV/Å.


The following is a quantum chemistry calculation of C17H25CuN8O2 as an isolated structure, from the OMol25 dataset.

Total charge: +1
<S²>: 0.753
Kohn-Sham gap (alpha / beta), eV: 6.339 / 6.257
Multiplicity: 2

XYZ file:
```
53
Properties=species:S:1:pos:R:3:forces:R:3
Cu 0.107790 -0.016588 -0.006323 0.0 0.2 0.2
C 2.429834 -1.687351 1.046058 0.0 0.0 0.0
N 1.074770 -1.262670 1.435340 0.0 -0.1 -0.1
C 1.138140 -0.532003 2.715101 0.0 0.0 0.0
C 0.145145 -2.389204 1.585909 0.0 0.0 0.0
C 0.528459 -3.604545 2.117548 0.0 0.0 0.0
C -0.403368 -4.625422 2.255820 0.0 0.0 0.0
C -1.710795 -4.405201 1.852573 0.0 0.0 0.0
C -2.104383 -3.183822 1.326373 0.0 0.0 0.0
C -1.182238 -2.142383 1.195910 0.0 0.0 0.0
N -1.410546 -0.894109 0.654462 0.0 0.0 0.0
C -2.621242 -0.308009 0.354178 0.0 0.0 0.0
C -3.833947 -0.520732 1.017042 0.0 0.0 0.0
C -4.963698 0.199203 0.660393 0.0 0.0 0.0
C -4.921130 1.145353 -0.352948 0.0 0.0 0.0
C -3.722735 1.373409 -1.016662 0.0 0.0 0.0
C -2.590432 0.662801 -0.662007 0.0 0.0 0.0
N -1.310880 0.815467 -1.354748 0.1 -0.1 -0.1
C -1.071494 2.175886 -1.846953 0.0 0.0 0.0
C -1.266823 -0.125996 -2.504800 0.0 0.0 0.0
H 2.922760 -2.242604 1.846841 0.0 0.0 0.0
H 3.034079 -0.803478 0.839723 0.0 0.0 0.0
H 2.378589 -2.308229 0.155463 0.0 0.0 0.0
H 1.502332 -1.187203 3.510649 0.0 0.0 0.0
H 0.138367 -0.189441 2.979413 0.0 0.0 0.0
H 1.823458 0.313692 2.620592 0.0 0.0 0.0
H 1.553116 -3.775755 2.420832 0.0 0.0 0.0
H -0.104198 -5.581214 2.661707 0.0 0.0 0.0
H -2.439952 -5.200504 1.935602 0.0 0.0 0.0
H -3.120588 -3.051623 0.985041 0.0 0.0 0.0
H -3.881274 -1.223331 1.836534 0.0 0.0 0.0
H -5.889070 0.023701 1.193337 0.0 0.0 0.0
H -5.806804 1.701194 -0.626063 0.0 0.0 0.0
H -3.686607 2.105744 -1.812966 0.0 0.0 0.0
H -1.710818 2.413449 -2.700585 0.0 0.0 0.0
H -0.035733 2.264554 -2.173570 0.0 0.0 0.0
H -1.275878 2.905714 -1.065031 0.0 0.0 0.0
H -2.062459 0.112656 -3.215049 0.0 0.0 0.0
H -1.408506 -1.141764 -2.140154 0.0 0.0 0.0
H -0.300133 -0.057506 -3.001552 0.0 0.0 0.0
N 0.202012 2.175611 1.241203 0.0 0.0 0.0
N 1.363265 2.799362 0.790426 0.0 0.0 0.0
C 2.148621 2.225040 -0.147570 0.0 0.0 0.0
N 3.233000 2.889418 -0.520650 0.0 0.0 0.0
N 1.742423 1.037500 -0.610024 0.0 0.0 0.0
N 2.469570 0.369869 -1.579135 0.0 0.0 0.0
O 1.963018 -0.676102 -1.921030 0.0 0.0 0.0
O 3.513917 0.814676 -2.020747 0.0 0.0 0.0
H -0.616808 2.729131 1.017046 0.0 0.0 0.0
H 0.251235 2.021879 2.240890 0.0 0.0 0.0
H 1.609229 3.714314 1.136916 0.0 0.0 0.0
H 3.465743 3.775723 -0.106359 0.0 0.0 0.0
H 3.834448 2.471773 -1.216594 0.0 0.0 0.0
```
Forces are in eV/Å.


The following is a quantum chemistry calculation of C33H32BrN5O3STi as an isolated structure in a non-equilibrium geometry, from the OMol25 dataset.

Total charge: +1
<S²>: 0.766
Kohn-Sham gap (alpha / beta), eV: 5.956 / 7.179
Multiplicity: 2

XYZ file:
```
76
Properties=species:S:1:pos:R:3:forces:R:3
Ti 0.150656 0.402920 -0.145250 -1.2 -0.4 -2.4
C 3.060745 -1.211733 2.524530 -0.1 0.1 -0.1
C 2.231111 -0.843858 1.336808 0.2 0.0 0.2
N 1.055385 -0.210172 1.438694 0.4 -0.1 0.6
N 0.549759 0.208783 2.633219 -0.3 0.2 0.5
C -0.450061 1.010478 2.399623 0.6 -0.6 0.7
O -0.821721 1.209901 1.143239 -0.7 0.4 1.1
C -1.108928 1.735622 3.485218 -0.2 0.2 0.0
C -2.077763 2.690965 3.180481 0.1 -0.1 0.0
C -2.675188 3.417050 4.196825 0.0 0.1 0.0
C -2.305081 3.199355 5.515474 0.0 0.0 0.0
C -1.339095 2.248802 5.822590 0.0 0.0 0.0
C -0.737440 1.520435 4.813581 0.0 -0.1 -0.2
C 2.591465 -1.099124 -0.005850 0.0 0.0 0.3
C 3.865646 -1.541516 -0.418611 0.0 -0.2 -0.1
C 4.080345 -1.827504 -1.738772 -0.1 0.0 0.1
C 3.012949 -1.710630 -2.651216 0.0 0.0 0.0
C 1.812182 -1.225346 -2.203796 0.0 -0.1 -0.2
N 1.582532 -0.876812 -0.924900 0.9 -0.4 0.1
H 2.465490 -1.085965 3.425118 0.0 0.0 0.0
H 3.940967 -0.567659 2.598804 0.0 0.0 0.1
H 3.399218 -2.246217 2.459920 0.0 0.0 0.0
H -2.341714 2.862716 2.145372 0.0 0.0 0.0
H -3.425442 4.160548 3.961087 0.0 0.0 0.0
H -2.765042 3.777305 6.306536 0.0 0.0 0.0
H -1.052734 2.085454 6.853190 0.0 0.0 0.0
H 0.024417 0.782264 5.022341 0.0 0.0 0.1
H 4.651837 -1.637474 0.317323 0.0 0.0 0.0
H 5.055361 -2.144498 -2.082895 0.0 0.0 0.0
H 3.139534 -1.976049 -3.690290 0.0 0.0 0.0
H 0.978900 -1.113969 -2.886417 0.0 0.1 0.0
O -2.933660 -5.209370 1.192584 -0.2 0.0 0.0
C -2.306705 -4.060480 0.927717 0.2 0.2 -0.1
C -0.936792 -3.957456 0.713202 0.0 -0.2 0.0
C -0.404602 -2.723334 0.431469 0.1 0.1 0.0
N -1.107814 -1.582446 0.338291 -1.1 -0.2 0.1
C -2.432251 -1.704357 0.570454 0.6 -0.3 -0.1
Br -3.596335 -0.211675 0.511471 0.2 0.2 0.0
C -3.063458 -2.897476 0.861705 -0.1 -0.1 0.0
H -2.317487 -5.949436 1.211100 0.1 0.0 0.0
H -0.296041 -4.827683 0.776828 0.0 0.0 0.0
H 0.660080 -2.631027 0.271656 -0.1 0.0 0.0
H -4.126522 -2.938553 1.047060 0.0 0.0 0.0
C 1.407299 5.050910 2.376696 0.0 0.0 0.0
C 2.005373 3.834382 2.660044 0.0 0.1 0.1
C 1.958009 2.793696 1.742097 0.1 -0.1 -0.2
C 1.288056 2.956633 0.535640 0.1 0.4 0.1
C 0.694239 4.186675 0.251674 0.0 -0.1 0.0
C 0.755460 5.225839 1.163174 0.0 0.0 -0.1
N 1.207564 1.923764 -0.453663 0.4 0.7 -0.3
C 2.020534 2.149279 -1.582869 0.3 0.2 -0.5
C 3.273510 2.768008 -1.474870 -0.1 -0.1 0.1
C 4.064089 2.964924 -2.593036 0.0 0.0 0.1
C 3.634949 2.562483 -3.850462 0.0 0.0 -0.1
C 2.392839 1.965020 -3.975983 0.0 0.0 0.0
C 1.597643 1.764733 -2.858377 0.1 0.2 0.1
H 1.454511 5.863629 3.089259 0.0 0.0 0.0
H 2.520419 3.690124 3.601308 0.0 0.0 0.0
H 2.466815 1.864452 1.957559 0.0 0.0 0.0
H 0.186052 4.310742 -0.697676 0.0 0.0 0.0
H 0.294870 6.175934 0.924225 0.0 0.0 0.0
H 3.619804 3.089628 -0.501630 0.0 0.0 0.0
H 5.029533 3.440363 -2.475858 0.0 0.0 0.0
H 4.257194 2.725876 -4.720061 0.0 0.0 0.0
H 2.028226 1.659702 -4.949414 0.0 0.0 0.0
H 0.617126 1.336795 -2.983492 0.0 0.0 0.0
C -2.494872 1.882800 -3.254967 0.2 -0.2 0.0
S -1.669918 0.284572 -3.151915 -0.6 0.2 -0.2
C -3.137622 -0.764201 -3.160497 0.2 0.1 0.0
O -1.128964 0.223957 -1.736268 0.0 0.1 -0.1
H -3.087538 1.910616 -4.168599 0.0 0.0 0.0
H -1.723855 2.650680 -3.286843 0.0 0.0 0.0
H -3.122515 2.003697 -2.373909 0.0 0.0 0.0
H -3.526861 -0.777858 -4.178500 0.1 0.0 0.0
H -3.880676 -0.383944 -2.465877 0.0 0.0 0.1
H -2.826023 -1.766579 -2.871635 0.0 0.0 0.0
```
Forces are in eV/Å.


The following is a quantum chemistry calculation of a 3-piece molecular cluster, C24H44F3INO6P2S overall in a non-equilibrium geometry, from the OMol25 dataset.

Total charge: -1
Kohn-Sham gap, eV: 6.857

XYZ file:
```
82
Properties=species:S:1:pos:R:3:forces:R:3
C 2.733153 1.400194 4.264053 0.2 0.0 0.1
C 1.367317 1.566813 3.548711 1.2 0.2 -1.7
C 0.902565 0.225593 2.976598 -0.2 -1.3 1.6
O 0.822444 -0.714621 3.743264 -0.1 0.5 -0.6
O 0.574694 0.058820 1.673395 0.4 0.6 0.4
C 1.787807 0.041658 0.826942 -0.7 0.4 0.2
C 1.291079 0.440341 -0.563292 -0.7 -0.3 1.2
P 2.567926 0.596090 -1.949184 0.1 -0.1 -0.8
C 1.205115 0.976385 -3.324642 -1.0 0.4 -1.2
C -0.237280 0.883999 -2.936950 -1.1 0.0 0.3
O -0.947544 1.758148 -2.501200 0.8 -0.3 -0.2
O -0.816838 -0.382182 -3.149207 0.9 0.1 -0.1
C 3.769312 0.734356 -3.480770 0.4 -0.2 0.3
C 5.295913 0.816638 -3.375483 0.3 0.9 -2.6
C 5.778098 1.416115 -4.767966 0.2 -0.5 1.3
I 6.380128 -1.079944 -3.377349 -0.3 0.2 0.5
P 2.276313 -1.644395 -2.508199 0.0 -1.5 0.5
S 1.513056 -2.917780 -1.197472 -0.4 -0.3 0.3
C 4.048796 0.118315 -0.799154 0.1 0.1 0.2
C 4.931932 0.973793 -0.156968 0.3 1.5 -0.1
C 5.949253 0.531788 0.665387 0.0 -0.4 0.1
C 6.076074 -0.838067 0.852108 0.1 0.9 0.0
C 5.188534 -1.615760 0.145691 0.8 -1.6 0.7
N 4.236445 -1.186291 -0.644037 -0.7 0.0 -0.5
C 2.688825 2.496389 -1.513150 -1.2 1.6 0.5
F 2.714771 2.796400 -0.167198 1.0 -0.5 -0.1
F 1.570514 3.215273 -1.845170 0.1 -0.5 -0.7
F 3.703334 3.182170 -2.104431 0.3 -0.2 0.3
H 2.771630 1.916780 5.226846 -0.1 -0.1 -0.1
H 2.988346 0.349367 4.421087 -0.2 0.1 0.2
H 3.543846 1.817007 3.655351 -0.2 0.0 0.0
H 0.614965 2.061503 4.162097 -0.1 -0.4 0.0
H 1.577185 2.211714 2.683375 -0.5 0.2 0.2
H 2.473276 0.761124 1.288289 0.2 -0.1 -0.4
H 2.161847 -0.981177 0.894651 0.1 0.2 -0.2
H 0.683589 1.340167 -0.397327 0.5 0.2 -0.3
H 0.505439 -0.311430 -0.727625 0.5 -0.1 -0.5
H 1.342086 1.947950 -3.818959 0.1 0.2 0.8
H 1.339388 0.328333 -4.199663 0.1 -0.4 0.5
H -0.989208 -0.808272 -2.299982 -0.2 0.1 0.0
H 3.553210 -0.124553 -4.133862 0.0 0.1 0.2
H 3.487226 1.594698 -4.104477 0.0 0.0 0.4
H 5.727615 1.542388 -2.688954 -0.2 -0.7 0.7
H 6.859712 1.261021 -4.799003 -0.1 0.3 -0.4
H 5.290646 0.869267 -5.576613 0.1 0.3 -0.1
H 5.552046 2.487250 -4.759247 -0.1 -0.1 -0.3
H 3.482222 -2.207892 -3.000856 -0.2 0.4 -0.2
H 1.396697 -1.788976 -3.613786 0.5 0.4 -0.1
H 4.884309 2.047274 -0.305060 -0.2 -0.1 0.0
H 6.615375 1.243240 1.142046 0.0 0.0 0.0
H 6.835201 -1.264019 1.495873 -0.1 -0.1 -0.1
H 5.314244 -2.694345 0.271938 -0.4 0.1 -0.3
C -2.642819 -0.503697 1.741034 -0.2 0.0 -0.1
C -2.337772 -0.319393 3.215602 -0.1 -0.1 -0.2
O -3.334331 0.416667 3.917420 0.0 0.2 0.2
C -4.632034 -0.138956 3.919759 0.0 -0.1 -0.1
C -4.707561 -1.522693 4.544544 0.1 -0.1 0.0
H -2.778376 0.464482 1.254646 0.1 0.0 0.0
H -1.824758 -1.030429 1.250622 0.0 0.0 0.0
H -3.557238 -1.081706 1.582304 0.0 -0.1 0.0
H -1.415719 0.245040 3.315771 -0.3 0.1 0.2
H -2.163294 -1.283741 3.702785 0.0 0.0 0.0
H -5.043117 -0.150214 2.902613 0.0 -0.1 0.0
H -5.253907 0.547237 4.497655 0.1 0.1 0.0
H -4.115680 -2.252958 3.991717 0.0 0.0 0.0
H -5.741059 -1.874683 4.560105 0.0 0.0 0.0
H -4.330761 -1.499556 5.568584 0.0 0.0 0.0
C -5.639187 0.254912 -1.017721 0.0 -0.1 -0.1
C -7.031145 0.100419 -0.431096 0.2 0.1 0.1
O -7.854323 -0.812697 -1.137010 -0.3 0.0 -0.1
C -7.382128 -2.145151 -1.212551 0.1 -0.1 0.0
C -7.194692 -2.807943 0.142231 0.0 0.1 0.1
H -5.695001 0.566718 -2.061664 0.0 0.0 0.0
H -5.074235 1.002019 -0.459344 0.0 0.0 0.0
H -5.077282 -0.679550 -0.984682 0.1 0.0 0.1
H -7.544907 1.061830 -0.471231 -0.1 -0.1 -0.1
H -6.977314 -0.177547 0.628104 0.1 0.0 0.0
H -6.456123 -2.187620 -1.796034 0.0 0.0 0.1
H -8.131397 -2.698985 -1.779981 -0.1 0.1 0.0
H -6.439112 -2.301362 0.744419 0.1 -0.1 0.0
H -6.877808 -3.844107 0.015056 0.0 0.0 0.0
H -8.129543 -2.794987 0.705876 0.0 0.0 0.0
```
Forces are in eV/Å.